(1)
This record from the Open Molecules 2025 dataset describes a 2-piece molecular cluster, C4H9O3 overall. The level of theory is ωB97M-V/def2-TZVPD.

E: -10437.38185 eV
Kohn-Sham gap: 0.310 hartree
LUMO level: 0.1524 Eh
total charge: -1
HOMO: -0.15798 hartree

CARTESIAN COORDINATES (ANGSTROEM)
1 C 1.6107 0.0264 2.5788
2 C 1.6560 -0.2721 1.0659
3 O 0.7085 -0.8750 0.5701
4 O 2.7487 0.1368 0.5556
5 H 1.7494 1.0191 2.7636
6 H 2.3778 -0.6845 2.9725
7 H 0.6292 -0.1824 2.8549
8 C -0.8617 0.6121 -1.6550
9 C -2.1623 -0.2136 -1.5268
10 O 0.1625 -0.2728 -1.9121
11 H -0.8219 1.3102 -2.4926
12 H -0.8375 1.0758 -0.6399
13 H -3.0093 0.5649 -1.2340
14 H 0.5378 -0.6259 -0.9780
15 H -1.9950 -0.7962 -0.5976
16 H -2.4927 -0.8227 -2.3255

Forces on atoms 1 to 6 (eV/Å):
0.50 -3.13 -1.44
3.74 2.14 0.96
-1.44 -0.93 -1.17
-1.54 -0.74 -0.26
1.14 2.62 0.54
-0.70 0.90 0.31

***

(2)
This record from the Open Molecules 2025 dataset describes a 2-piece molecular cluster, C4H9O3 overall. The level of theory is ωB97M-V/def2-TZVPD.

E: -10433.16272 eV
Kohn-Sham gap (alpha / beta): 0.347 / 0.344 hartree
LUMO level (alpha / beta): 0.0208 / -0.0203 Eh
2S+1: 2
HOMO (alpha / beta): -0.32617 / -0.36384 hartree
<S²>: 0.7526

CARTESIAN COORDINATES (ANGSTROEM)
1 O -0.3036 -1.7864 -1.1195
2 C 0.0583 -0.6123 -1.7969
3 C -0.3964 0.6545 -1.1058
4 O 0.3819 0.8463 0.0521
5 C -0.0023 1.9658 0.8097
6 H -0.4119 -0.6615 -2.7912
7 H 1.1507 -0.5694 -1.9570
8 H -1.4686 0.5728 -0.8478
9 H -0.2701 1.5166 -1.7864
10 H 0.6397 2.0006 1.6982
11 H 0.1109 2.8931 0.2233
12 H -1.0525 1.8851 1.1387
13 C 0.4991 -2.2182 2.1892
14 O 0.7552 -1.3864 2.9878
15 H 0.0037 -1.8038 -0.1088
16 H 0.3059 -3.2968 2.4143

Forces on atoms 1 to 6 (eV/Å):
0.49 -0.71 3.09
0.39 0.30 -0.11
-0.14 0.22 -0.19
0.11 -0.28 0.13
-0.14 0.11 0.13
0.05 -0.06 0.32

***

(3)
This record from the Open Molecules 2025 dataset describes C4H9O3Sc as an isolated structure. The level of theory is ωB97M-V/def2-TZVPD.

E: -31127.43487 eV
Kohn-Sham gap (alpha / beta): 0.204 / 0.305 hartree
LUMO level (alpha / beta): -0.1817 / -0.1874 Eh
2S+1: 2
total charge: +1
HOMO (alpha / beta): -0.38548 / -0.49193 hartree
<S²>: 0.7544

CARTESIAN COORDINATES (ANGSTROEM)
1 C -2.1699 -0.3227 3.2241
2 O -0.8277 -0.6047 2.8163
3 H -2.5979 -1.1886 3.7442
4 H -2.1903 0.5626 3.8706
5 H -2.7484 -0.1225 2.3147
6 O 2.0800 0.7152 0.8118
7 C 2.5039 2.0203 0.4968
8 C 2.3455 3.0547 1.5818
9 O 1.1659 3.6015 1.9605
10 C -0.0767 2.8694 1.7108
11 Sc 0.3372 0.7177 1.6519
12 H 1.9656 2.3837 -0.4109
13 H 3.5794 2.0248 0.2358
14 H -0.4788 -1.4018 3.2450
15 H 3.1082 3.8372 1.6046
16 H -0.4726 3.2355 0.7429
17 H -0.7743 3.2557 2.4728

Forces on atoms 1 to 6 (eV/Å):
-1.35 0.27 0.26
1.06 -0.70 0.12
0.15 0.32 -0.19
0.07 -0.31 -0.08
0.02 -0.11 0.28
-2.46 -0.72 1.19

***

(4)
This record from the Open Molecules 2025 dataset describes one molecule with the formula C4H9O6P. The level of theory is ωB97M-V/def2-TZVPD.

SMILES: CO[C@](O)(C=O)[P@](=O)(O)OC
E: -25867.63579 eV
Kohn-Sham gap: 0.368 hartree
LUMO level: 0.0080 Eh
HOMO: -0.35986 hartree

CARTESIAN COORDINATES (ANGSTROEM)
1 C 1.7020 1.2450 1.0283
2 O 1.5729 0.1563 0.2235
3 C 0.5855 -0.7926 0.4590
4 O 0.5540 -1.3167 1.7235
5 C 0.5457 -1.8488 -0.6853
6 O -0.2235 -2.7584 -0.6279
7 P -1.1888 0.2725 0.3974
8 O -1.4252 0.8028 1.7449
9 O -2.4523 -0.6594 0.0469
10 O -1.1489 1.2482 -0.8630
11 C -0.6921 0.6720 -2.0951
12 H 1.6858 0.8313 2.1059
13 H 0.9778 2.0872 1.0754
14 H 2.7110 1.6382 1.0063
15 H 0.1414 -0.6301 2.2943
16 H 1.2526 -1.6375 -1.4858
17 H -2.8216 -1.0509 0.9260
18 H -1.5225 0.6624 -2.8868
19 H -0.2995 -0.2842 -1.9213
20 H 0.0454 1.3627 -2.4662

Forces on atoms 1 to 6 (eV/Å):
0.36 0.40 4.85
0.19 -1.36 -2.56
-2.51 1.74 -0.45
0.01 0.16 0.18
0.19 0.61 2.01
0.09 -0.27 -0.36

***

(5)
This record from the Open Molecules 2025 dataset describes one molecule with the formula C4H9OP. The level of theory is ωB97M-V/def2-TZVPD.

SMILES: C=C(CC)OP
E: -15628.06437 eV
Kohn-Sham gap: 0.363 hartree
LUMO level: 0.0337 Eh
HOMO: -0.32883 hartree

CARTESIAN COORDINATES (ANGSTROEM)
1 C 0.6495 -0.9240 1.5194
2 C 0.1098 -0.5241 0.3833
3 C -1.3210 -0.1800 0.1988
4 C -1.6699 0.6696 -1.0263
5 O 0.9077 0.0781 -0.6327
6 P 2.5742 -0.1162 -0.5390
7 H 1.7231 -1.2000 1.5754
8 H 0.1334 -1.3296 2.4034
9 H -1.8044 -1.0434 -0.0720
10 H -1.6831 0.4330 1.1443
11 H -1.1099 1.6307 -0.8881
12 H -2.7425 0.6492 -1.2972
13 H -1.1902 0.3356 -1.9825
14 H 2.6809 0.5440 0.6859
15 H 2.7423 0.9771 -1.4726

Forces on atoms 1 to 6 (eV/Å):
1.38 -2.07 1.00
1.20 2.78 -0.62
-0.42 2.76 0.58
1.89 0.87 -1.28
-0.66 -1.60 0.81
-0.67 0.05 -0.99

***

(6)
This record from the Open Molecules 2025 dataset describes C4H9OP3 as an isolated structure. The level of theory is ωB97M-V/def2-TZVPD.

E: -34203.22148 eV
Kohn-Sham gap (alpha / beta): 0.236 / 0.256 hartree
LUMO level (alpha / beta): 0.0195 / -0.0657 Eh
2S+1: 3
HOMO (alpha / beta): -0.21696 / -0.32145 hartree
<S²>: 2.0159

CARTESIAN COORDINATES (ANGSTROEM)
1 C 2.1095 0.9633 1.2829
2 C -2.2493 0.4686 -1.0528
3 C -0.8791 0.0340 -0.6730
4 C -0.8620 -0.6827 0.6483
5 O 0.3890 -1.3368 0.8441
6 P 3.3576 1.5249 0.0745
7 P 1.7386 -0.6520 0.4859
8 P 2.8274 0.0464 -1.3827
9 H 2.2977 1.0368 2.3446
10 H -2.0964 0.7176 -2.0508
11 H -3.0867 -0.2854 -0.9721
12 H -2.4264 1.3824 -0.5548
13 H -0.2026 0.7893 -0.7474
14 H -0.6300 -0.8157 -1.4362
15 H -0.9776 -0.1810 1.5065
16 H -1.7011 -1.4503 0.5684
17 H 2.3916 -1.5596 1.1147

Forces on atoms 1 to 6 (eV/Å):
0.27 -2.38 -1.83
-0.64 -0.66 0.36
-1.60 -4.82 -0.58
-0.70 -2.73 -3.03
-1.30 -1.32 -0.19
0.26 1.02 0.56

***

Q: What is the E in the second record?
A: -10433.16272 eV